1.
Molecular formula: C37H29IN5O5PbS
Method: DFT, the ωB97M-V functional and the def2-TZVPD basis

Each line ends with the Mulliken charge.
Element x y z (Å)
Pb1 0.276 0.205 -0.932  1.75
C1 4.703 -0.441 -1.615  -2.08
C2 3.266 -0.064 -1.720  0.77
N1 2.525 0.178 -0.702  1.28
N2 2.991 0.177 0.562  -1.45
C3 2.037 0.481 1.440  0.40
O1 0.810 0.702 1.155  -0.58
C4 2.443 0.575 2.857  0.33
C5 1.461 0.604 3.844  -0.39
C6 1.825 0.686 5.178  -0.75
C7 3.166 0.749 5.529  -0.37
C8 4.147 0.728 4.546  -0.82
C9 3.790 0.638 3.211  -0.20
C10 2.615 0.088 -3.052  1.05
C11 3.286 -0.205 -4.227  -0.96
C12 2.635 -0.022 -5.439  -0.55
C13 1.338 0.459 -5.450  -1.03
C14 0.733 0.733 -4.234  -0.25
N3 1.359 0.558 -3.077  0.23
H1 5.007 -0.439 -0.573  0.39
H2 5.333 0.247 -2.181  0.41
H3 4.849 -1.443 -2.027  0.40
H4 0.420 0.562 3.555  0.56
H5 1.062 0.702 5.946  0.42
H6 3.449 0.816 6.571  0.39
H7 5.192 0.782 4.822  0.41
H8 4.544 0.617 2.438  0.45
H9 4.300 -0.577 -4.198  0.52
H10 3.140 -0.256 -6.367  0.45
H11 0.798 0.614 -6.372  0.45
H12 -0.285 1.105 -4.184  0.57
C15 -5.312 -0.534 4.704  -1.47
C16 -4.716 -0.468 3.326  0.91
C17 -3.351 -0.669 3.125  -1.02
C18 -2.799 -0.607 1.858  -0.19
C19 -3.629 -0.335 0.778  0.21
C20 -4.991 -0.133 0.947  -0.48
C21 -5.525 -0.202 2.223  -0.83
S1 -2.938 -0.297 -0.835  1.14
O2 -2.203 -1.507 -1.070  -0.64
O3 -3.937 0.129 -1.765  -0.68
N4 -1.749 0.849 -0.709  -0.08
C22 -2.014 2.225 -0.766  0.90
C23 -3.257 2.793 -0.650  -1.07
C24 -3.422 4.195 -0.676  -1.06
C25 -2.365 5.042 -0.813  -0.97
C26 -1.066 4.500 -0.932  0.58
C27 0.097 5.289 -1.060  -0.60
C28 1.329 4.699 -1.162  -1.22
C29 1.405 3.301 -1.150  -0.17
N5 0.335 2.551 -1.033  0.31
C30 -0.896 3.101 -0.913  0.53
H13 -4.570 -0.823 5.445  0.35
H14 -6.128 -1.257 4.739  0.36
H15 -5.723 0.435 4.993  0.33
H16 -2.714 -0.885 3.973  0.36
H17 -1.739 -0.780 1.711  0.33
H18 -5.618 0.065 0.088  0.56
H19 -6.588 -0.052 2.364  0.41
H20 -4.133 2.173 -0.544  0.39
H21 -4.424 4.593 -0.581  0.42
H22 -2.499 6.116 -0.824  0.44
H23 0.000 6.368 -1.071  0.45
H24 2.232 5.285 -1.248  0.44
H25 2.356 2.787 -1.233  0.55
I1 0.727 -8.724 -1.470  0.13
C31 0.619 -6.650 -1.316  0.02
C32 0.039 -5.916 -2.344  -0.72
C33 -0.020 -4.537 -2.247  -0.32
C34 0.479 -3.903 -1.114  0.10
C35 1.042 -4.642 -0.080  -0.38
C36 1.125 -6.020 -0.185  -0.65
C37 0.402 -2.436 -1.002  1.09
O4 0.364 -1.719 -2.062  -0.59
O5 0.405 -1.856 0.114  -0.71
H26 -0.363 -6.418 -3.213  0.38
H27 -0.465 -3.949 -3.038  0.51
H28 1.410 -4.136 0.803  0.48
H29 1.572 -6.601 0.609  0.39

Force components x, y, z for each atom (eV/Å):
Pb 0.2 0.0 0.4
C 0.0 0.0 0.0
C 0.0 0.1 -0.1
N 0.0 -0.1 -0.1
N 0.0 0.0 0.0
C 0.0 0.0 0.1
O 0.0 0.0 0.0
C 0.0 0.0 0.0
C 0.0 0.0 0.0
C 0.0 0.0 0.0
C 0.0 0.0 0.0
C 0.0 0.0 0.0
C 0.0 0.0 0.0
C 0.0 0.0 0.0
C 0.0 0.0 0.0
C 0.0 0.0 0.0
C 0.0 0.0 0.0
C 0.0 0.0 0.0
N 0.0 -0.1 0.0
H 0.0 0.0 0.0
H 0.0 0.0 0.0
H 0.0 0.0 0.0
H 0.0 0.0 0.0
H 0.0 0.0 0.0
H 0.0 0.0 0.0
H 0.0 0.0 0.0
H 0.0 0.0 0.0
H 0.0 0.0 0.0
H 0.0 0.0 0.0
H 0.0 0.0 0.0
H 0.0 0.0 0.0
C 0.0 0.0 0.0
C 0.0 0.0 0.0
C 0.0 0.0 0.0
C 0.0 0.0 0.0
C 0.0 0.0 0.0
C 0.0 0.0 0.0
C 0.0 0.0 0.0
S 0.0 0.0 0.1
O 0.0 0.0 0.0
O 0.0 0.0 0.0
N 0.0 0.0 -0.4
C 0.0 0.0 0.2
C 0.0 0.0 0.0
C 0.0 0.0 0.0
C 0.0 0.0 0.0
C 0.0 0.0 0.0
C 0.0 0.0 0.0
C 0.0 0.0 0.0
C 0.0 0.0 0.0
N 0.0 0.0 -0.1
C 0.0 0.0 0.0
H 0.0 0.0 0.0
H 0.0 0.0 0.0
H 0.0 0.0 0.0
H 0.0 0.0 0.0
H 0.0 0.0 0.0
H 0.0 0.0 0.0
H 0.0 0.0 0.0
H 0.0 0.0 0.0
H 0.0 0.0 0.0
H 0.0 0.0 0.0
H 0.0 0.0 0.0
H 0.0 0.0 0.0
H 0.0 0.0 0.0
I 0.0 0.0 0.0
C 0.0 0.0 0.0
C 0.0 0.0 0.0
C 0.1 0.0 0.0
C 0.0 0.0 0.0
C -0.1 0.0 0.0
C 0.0 0.0 0.0
C 0.1 -0.1 0.0
O -0.1 0.0 0.0
O 0.0 0.0 0.0
H 0.0 0.0 0.0
H 0.0 0.0 0.0
H 0.0 0.0 0.0
H 0.0 0.0 0.0

The calculation puts the largest force on an atom at 0.4 eV/A. Its total charge is +1. The LUMO energy comes out at -3.9 eV. The calculation puts the energy above the lowest of the compared OMol25 structures with the same formula, charge and spin at 0.0 kJ/mol. The calculation puts the HOMO energy at -10.8 eV. The frontier orbital gap is 6.93 eV.

2.
Molecular formula: C37H29N4O2PSW
Method: DFT, the ωB97M-V functional and the def2-TZVPD basis

Each line ends with the Mulliken charge.
Element x y z (Å)
W1 0.649 0.108 -0.935  1.03
C1 -1.461 -3.530 0.583  -0.95
C2 -1.198 -2.284 0.003  0.04
N1 -0.032 -1.668 0.129  0.29
C3 0.966 -2.289 0.836  0.48
C4 0.789 -3.544 1.436  0.63
C5 -0.473 -4.158 1.295  -0.79
C6 1.871 -4.103 2.155  -0.94
C7 3.046 -3.414 2.249  -1.15
C8 3.217 -2.153 1.634  -0.42
C9 2.191 -1.590 0.922  0.75
N2 2.170 -0.354 0.233  0.27
C10 2.884 0.757 0.762  -0.22
C11 4.223 0.841 1.020  -0.54
C12 4.754 2.008 1.619  -0.94
C13 3.952 3.059 1.955  -0.88
C14 2.568 3.014 1.658  0.64
C15 1.656 4.045 1.968  -0.72
C16 0.337 3.899 1.633  -1.38
C17 -0.073 2.754 0.938  0.15
N3 0.748 1.770 0.614  0.09
C18 2.055 1.873 1.022  0.99
H1 -2.436 -3.977 0.451  0.51
H2 -1.952 -1.783 -0.590  0.34
H3 -0.649 -5.125 1.749  0.48
H4 1.752 -5.069 2.629  0.46
H5 3.874 -3.834 2.802  0.42
H6 4.166 -1.652 1.742  0.30
H7 4.889 0.031 0.760  0.62
H8 5.815 2.052 1.820  0.43
H9 4.361 3.938 2.436  0.45
H10 2.006 4.935 2.475  0.48
H11 -0.395 4.657 1.874  0.50
H12 -1.109 2.649 0.646  0.57
O1 0.733 2.960 -3.934  -0.58
C19 0.336 2.432 -2.933  0.23
O2 1.109 1.567 -2.254  -0.97
C20 -1.057 2.635 -2.371  -0.77
P1 -1.669 1.055 -1.660  1.10
C21 -3.012 1.396 -0.516  0.11
C22 -4.108 2.155 -0.934  -0.80
C23 -5.153 2.393 -0.059  -0.78
C24 -5.117 1.867 1.228  -0.59
C25 -4.035 1.104 1.644  -0.87
C26 -2.981 0.869 0.773  0.47
C27 -2.410 0.175 -3.055  0.95
C28 -1.928 0.355 -4.350  -0.71
C29 -2.444 -0.401 -5.391  -0.80
C30 -3.435 -1.341 -5.146  -0.67
C31 -3.925 -1.515 -3.859  -0.78
C32 -3.418 -0.757 -2.814  -0.83
H13 -1.711 3.041 -3.141  0.71
H14 -0.986 3.367 -1.563  0.54
H15 -4.150 2.549 -1.943  0.40
H16 -6.000 2.984 -0.380  0.46
H17 -5.939 2.050 1.907  0.42
H18 -4.013 0.694 2.645  0.48
H19 -2.132 0.280 1.106  0.49
H20 -1.167 1.095 -4.570  0.41
H21 -2.083 -0.242 -6.398  0.52
H22 -3.841 -1.926 -5.961  0.44
H23 -4.716 -2.229 -3.672  0.45
H24 -3.834 -0.873 -1.820  0.38
S1 0.707 -1.557 -2.706  -0.42
C33 1.512 -1.091 -4.183  0.91
N4 2.055 0.124 -4.375  0.20
C34 2.650 0.507 -5.523  -0.16
C35 2.752 -0.368 -6.567  -0.73
C36 2.212 -1.647 -6.410  -0.26
C37 1.593 -2.008 -5.231  -0.86
H25 1.965 0.811 -3.619  0.05
H26 3.015 1.524 -5.541  0.48
H27 3.233 -0.064 -7.484  0.45
H28 2.277 -2.363 -7.219  0.44
H29 1.164 -2.990 -5.098  0.49

Force components x, y, z for each atom (eV/Å):
W -0.1 0.1 0.3
C 0.0 0.0 0.0
C 0.0 0.0 0.0
N 0.0 0.0 -0.1
C 0.0 0.0 -0.1
C 0.0 0.0 0.0
C 0.0 0.0 0.0
C 0.0 0.0 0.0
C 0.0 0.0 0.0
C 0.0 0.1 0.0
C -0.1 -0.1 -0.1
N 0.1 0.1 0.1
C 0.0 0.0 0.0
C 0.0 0.0 0.0
C 0.0 0.0 0.0
C 0.0 0.0 0.0
C 0.0 0.0 0.0
C 0.0 0.0 0.0
C 0.0 0.0 0.0
C 0.0 0.0 0.0
N 0.0 0.0 -0.1
C 0.0 0.0 0.0
H 0.0 0.0 0.0
H 0.0 0.0 0.0
H 0.0 0.0 0.0
H 0.0 0.0 0.0
H 0.0 0.0 0.0
H 0.0 0.0 0.0
H 0.0 0.0 0.0
H 0.0 0.0 0.0
H 0.0 0.0 0.0
H 0.0 0.0 0.0
H 0.0 0.0 0.0
H 0.0 0.0 0.0
O 0.0 0.0 0.0
C 0.1 0.0 -0.1
O 0.0 0.0 0.0
C -0.1 0.0 0.1
P 0.0 0.0 0.0
C 0.0 0.0 0.0
C 0.0 0.0 0.0
C 0.0 0.0 0.0
C 0.0 0.0 0.0
C 0.0 0.0 0.0
C 0.0 0.0 0.0
C 0.0 0.0 0.0
C 0.0 0.0 0.0
C 0.0 0.0 0.0
C 0.0 0.0 0.0
C 0.0 0.0 0.0
C 0.0 0.0 0.0
H 0.0 0.0 0.0
H 0.0 0.0 0.0
H 0.0 0.0 0.0
H 0.0 0.0 0.0
H 0.0 0.0 0.0
H 0.0 0.0 0.0
H 0.0 0.0 0.0
H 0.0 0.0 0.0
H 0.0 0.0 0.0
H 0.0 0.0 0.0
H 0.0 0.0 0.0
H 0.0 0.0 0.0
S 0.0 0.0 0.0
C 0.0 0.0 0.0
N 0.0 0.0 0.0
C 0.0 0.0 0.0
C 0.0 0.0 0.0
C 0.0 0.0 0.0
C 0.0 0.0 0.0
H 0.0 0.0 0.0
H 0.0 0.0 0.0
H 0.0 0.0 0.0
H 0.0 0.0 0.0
H 0.0 0.0 0.0

The multiplicity is 3. The calculation puts the largest force on an atom at 0.3 eV/A. Its total charge is +2. The LUMO energy (alpha / beta) comes out at -6.5 / -6.2 eV. The calculation puts the energy above the lowest of the compared OMol25 structures with the same formula, charge and spin at 10.0 kJ/mol. The calculation puts the HOMO energy (alpha / beta) at -13.2 / -13.4 eV. The frontier orbital gap (alpha / beta) is 6.71 / 7.16 eV.

3.
Molecular formula: C37H29NPS5SbTeZr
Method: DFT, the ωB97M-V functional and the def2-TZVPD basis

Each line ends with the Mulliken charge.
Element x y z (Å)
Zr1 0.009 -2.371 -0.506  -0.69
S1 1.338 -3.761 -2.085  -0.53
Sb1 1.070 -5.361 -0.158  0.50
S2 -2.159 -3.632 -0.741  -0.43
S3 0.940 -3.423 1.500  -0.47
S4 3.175 -6.226 0.154  -0.73
N1 1.431 0.155 2.245  -0.06
C1 2.600 0.718 1.801  1.10
C2 3.195 1.727 2.589  -0.77
C3 4.412 2.280 2.258  -0.57
C4 5.090 1.858 1.114  -0.91
C5 4.498 0.890 0.320  -0.33
C6 3.257 0.315 0.616  -0.38
P1 2.526 -0.903 -0.563  1.56
C7 3.983 -1.772 -1.245  0.77
C8 4.715 -1.335 -2.346  -0.20
C9 5.813 -2.064 -2.795  -0.72
C10 6.182 -3.238 -2.147  -0.49
C11 5.447 -3.685 -1.058  -0.61
C12 4.356 -2.954 -0.609  -0.71
C13 2.053 0.221 -1.969  1.09
C14 1.843 1.582 -1.758  -0.81
C15 1.272 2.385 -2.734  -0.47
C16 0.917 1.843 -3.963  -0.56
C17 1.160 0.500 -4.206  -0.68
C18 1.723 -0.306 -3.221  -0.72
H1 0.970 0.630 3.001  0.34
H2 0.793 -0.276 1.592  -0.35
H3 2.668 2.059 3.479  0.30
H4 4.835 3.051 2.894  0.34
H5 6.052 2.276 0.843  0.42
H6 5.020 0.568 -0.570  0.36
H7 4.420 -0.433 -2.867  0.43
H8 6.372 -1.719 -3.658  0.38
H9 7.029 -3.815 -2.506  0.35
H10 5.677 -4.628 -0.575  0.36
H11 3.765 -3.349 0.209  0.42
H12 2.115 2.022 -0.808  0.22
H13 1.080 3.430 -2.517  0.39
H14 0.448 2.464 -4.719  0.36
H15 0.901 0.065 -5.164  0.38
H16 1.904 -1.351 -3.429  0.35
Te1 -2.132 -3.609 1.659  0.27
C19 -4.286 -3.651 1.743  0.14
C20 -5.033 -3.582 2.893  -0.33
C21 -6.445 -3.643 2.658  -0.37
C22 -6.740 -3.755 1.329  -0.60
S5 -5.312 -3.779 0.389  -0.07
H17 -4.591 -3.479 3.881  0.34
H18 -7.195 -3.597 3.438  0.32
H19 -7.716 -3.809 0.863  0.34
C23 -0.588 -0.413 0.134  0.37
C24 -1.416 0.529 0.237  0.24
C25 -2.299 1.562 0.374  -0.45
C26 -3.748 1.211 0.325  0.11
C27 -4.204 -0.010 0.843  -0.36
C28 -5.545 -0.373 0.800  0.04
C29 -6.490 0.481 0.232  -0.66
C30 -6.056 1.683 -0.314  -0.56
C31 -4.706 2.033 -0.277  -0.55
C32 -1.779 2.897 0.686  0.07
C33 -2.584 4.026 0.949  -0.59
C34 -2.033 5.270 1.255  -0.70
C35 -0.658 5.462 1.329  -0.71
C36 0.158 4.350 1.112  -0.30
C37 -0.385 3.111 0.810  0.44
H20 -3.477 -0.689 1.268  0.26
H21 -5.849 -1.333 1.211  0.28
H22 -7.538 0.205 0.204  0.38
H23 -6.765 2.349 -0.795  0.33
H24 -4.380 2.950 -0.753  0.56
H25 -3.661 3.927 0.937  0.51
H26 -2.704 6.101 1.447  0.35
H27 -0.238 6.433 1.558  0.35
H28 1.237 4.442 1.193  0.39
H29 0.269 2.260 0.680  -0.08

Force components x, y, z for each atom (eV/Å):
Zr 0.5 0.3 0.6
S -0.3 0.3 0.0
Sb 0.4 -0.7 0.1
S 0.3 0.0 0.2
S -0.2 -0.1 -0.5
S -0.1 0.1 0.0
N 0.7 0.3 0.2
C -0.3 -0.1 0.2
C 0.1 0.0 0.0
C 0.0 0.0 0.0
C -0.1 -0.1 0.0
C 0.0 0.0 0.0
C 0.1 -0.1 0.1
P 0.0 0.7 -0.7
C 0.1 0.0 0.2
C 0.1 0.0 0.0
C -0.1 0.0 0.1
C -0.1 0.1 0.0
C 0.0 0.0 0.0
C 0.1 -0.1 -0.1
C 0.1 0.0 0.1
C 0.0 0.0 0.1
C 0.0 0.0 0.0
C 0.0 0.1 0.1
C 0.1 -0.1 0.1
C -0.1 0.1 0.0
H 0.0 0.1 0.0
H -0.3 -0.2 -0.3
H 0.0 0.0 -0.1
H 0.0 0.0 0.0
H 0.0 0.0 0.0
H 0.0 0.0 -0.1
H 0.0 0.0 0.0
H 0.0 0.0 0.0
H 0.0 0.0 0.0
H 0.0 0.1 0.0
H 0.0 0.0 0.0
H -0.1 0.0 0.0
H 0.0 -0.1 0.0
H 0.0 0.0 0.0
H 0.0 0.0 0.0
H 0.0 -0.1 0.0
Te -0.8 -0.2 0.2
C 0.1 0.1 0.3
C -0.3 0.0 0.0
C 0.3 0.0 0.0
C 0.0 -0.1 0.2
S 0.0 -0.2 -0.4
H -0.1 0.0 -0.1
H 0.1 0.0 0.0
H 0.1 0.0 0.1
C -0.5 0.4 -0.6
C 0.8 -0.7 0.0
C -0.5 0.5 0.2
C 0.4 0.2 0.0
C -0.2 -0.1 -0.1
C 0.1 0.1 0.0
C 0.2 0.0 0.0
C 0.2 0.0 0.0
C -0.3 0.1 -0.1
C -0.2 -0.2 -0.1
C 0.1 0.2 0.1
C -0.1 -0.2 0.0
C -0.1 -0.2 -0.1
C -0.1 -0.1 0.0
C 0.0 0.1 0.0
H 0.0 -0.1 0.1
H 0.0 0.3 0.0
H 0.0 0.0 0.0
H 0.0 0.0 0.0
H -0.1 0.0 0.0
H 0.1 0.0 0.0
H 0.0 0.0 0.0
H 0.0 0.0 0.0
H 0.0 0.0 0.0
H 0.1 0.0 -0.1

The calculation puts the largest force on an atom at 1.1 eV/A. Its total charge is -2. The LUMO energy comes out at 4.0 eV. The calculation puts the energy above the lowest of the compared OMol25 structures with the same formula, charge and spin at 0.0 kJ/mol. The calculation puts the HOMO energy at -1.1 eV. The frontier orbital gap is 5.08 eV.

- Which of these has the lowest total charge?
  C37H29NPS5SbTeZr

- Which of these has the highest total charge?
  C37H29N4O2PSW